Formula: C4H7N3
Source: OMol25
Level of theory: wB97M-V/def2-TZVPD

The calculation puts the gap between HOMO and LUMO at 7.777 eV. As for the LUMO energy: 0.21 eV. The value obtained for the energy is -8725.37964 eV. The HOMO energy is -7.56 eV.

```
14
C4H7N3, DFT wB97M-V/def2-TZVPD
C 2.5480 0.2295 0.0455
N 1.3027 -0.5697 0.2479
C 0.0980 0.1894 -0.0756
C -1.0539 -0.4840 0.0892
C -2.5516 0.1722 -0.1783
N -1.8302 -1.4146 0.3587
N 1.2982 -1.7207 0.6332
H 3.3714 -0.3976 0.3830
H 2.4961 1.1525 0.6322
H 2.6631 0.4750 -1.0153
H 0.1510 1.2154 -0.4074
H -3.4633 -0.4226 -0.1512
H -2.6088 0.9633 0.5677
H -2.4116 0.5284 -1.2007
```